{
  "formula": "C26H16Cl56OP",
  "method": "ωB97M-V with the def2-TZVPD basis set",
  "e_lumo_ev": 1.163,
  "largest_force_ev_per_a": 3.3,
  "gap_ev": 3.7,
  "energy_ha": -27187.35902,
  "homo_ev": -2.56,
  "total_charge": -1,
  "elements": ["C", "C", "P", "C", "C", "C", "C", "O", "C", "C", "C", "C", "C", "C", "H", "H", "H", "H", "H", "H", "H", "H", "H", "H", "H", "H", "H", "H", "H", "H", "C", "Cl", "Cl", "Cl", "Cl", "C", "Cl", "Cl", "Cl", "Cl", "C", "Cl", "Cl", "Cl", "Cl", "C", "Cl", "Cl", "Cl", "Cl", "C", "Cl", "Cl", "Cl", "Cl", "C", "Cl", "Cl", "Cl", "Cl", "C", "Cl", "Cl", "Cl", "Cl", "C", "Cl", "Cl", "Cl", "Cl", "C", "Cl", "Cl", "Cl", "Cl", "C", "Cl", "Cl", "Cl", "Cl", "C", "Cl", "Cl", "Cl", "Cl", "C", "Cl", "Cl", "Cl", "Cl", "C", "Cl", "Cl", "Cl", "Cl", "C", "Cl", "Cl", "Cl", "Cl"],
  "coordinates": [[-4.8273, -2.4880, 3.6562], [-5.0073, -1.1355, 2.8950], [-3.4014, -0.3127, 2.3340], [-3.8293, 1.5408, 2.3569], [-2.0135, -0.5677, 3.5128], [-0.8118, -1.3966, 2.8299], [-0.4729, -0.8369, 1.4338], [0.2121, 0.1684, 1.3799], [-0.9544, -1.4136, 0.0869], [-0.1305, -1.1077, -1.0528], [-0.4726, -1.5610, -2.3975], [-1.6807, -2.3188, -2.5547], [-2.5238, -2.6645, -1.4303], [-2.1288, -2.2026, -0.1354], [-5.7938, -2.6860, 4.1956], [-4.0390, -2.4816, 4.4373], [-4.6818, -3.3701, 2.9884], [-5.6479, -0.4099, 3.4602], [-5.5838, -1.3690, 1.9605], [-3.3564, 1.9708, 3.2718], [-4.9449, 1.6667, 2.4133], [-3.4782, 2.0246, 1.4208], [-2.3131, -1.2198, 4.3782], [0.0903, -1.1920, 3.4661], [-1.0192, -2.5016, 2.8280], [0.7863, -0.5053, -0.9464], [0.1803, -1.3307, -3.3238], [-2.0354, -2.6840, -3.5291], [-3.4583, -3.2409, -1.5303], [-2.7806, -2.4765, 0.7181], [0.7025, -4.3282, 5.5286], [1.5475, -4.1486, 7.0795], [1.7671, -3.8086, 4.2136], [0.2584, -6.0291, 5.2901], [-0.7576, -3.3347, 5.5300], [3.0672, 0.4205, -3.7138], [3.3934, -0.4678, -5.2118], [4.3033, 0.0193, -2.5068], [3.0998, 2.1644, -4.0328], [1.4675, -0.0407, -3.0967], [-3.9059, -0.6222, -5.9219], [-3.3673, -1.3858, -7.4378], [-2.8244, -1.1301, -4.6096], [-3.8510, 1.1423, -6.0934], [-5.5613, -1.1278, -5.5437], [1.1027, 1.7176, 4.9591], [1.8946, 2.5776, 6.2997], [-0.3112, 2.6341, 4.4286], [2.2386, 1.5538, 3.6125], [0.6011, 0.1102, 5.5014], [-2.2779, -4.8995, -8.7832], [-0.5511, -4.8566, -8.3590], [-3.2433, -4.7107, -7.3115], [-2.6581, -3.5835, -9.9133], [-2.6578, -6.4536, -9.5428], [0.3210, -6.3402, 1.1519], [-0.7999, -6.8398, 2.4297], [0.4476, -7.6299, -0.0618], [-0.2800, -4.8639, 0.3867], [1.9200, -6.0345, 1.8552], [4.3128, -4.4380, -5.6072], [5.6544, -4.2495, -6.7505], [4.5300, -3.3221, -4.2537], [2.7834, -4.0767, -6.4282], [4.2803, -6.1038, -5.0051], [4.0078, 5.6751, 7.6027], [3.7763, 4.1020, 8.3864], [2.6821, 5.9765, 6.4723], [4.0354, 6.9495, 8.8347], [5.5460, 5.6737, 6.7221], [1.1000, -2.6998, -12.1858], [2.4014, -1.6698, -11.5677], [0.5077, -3.7461, -10.8866], [-0.2275, -1.6841, -12.7754], [1.7168, -3.6959, -13.5165], [1.7608, 5.5882, -2.0466], [2.6500, 6.5557, -0.8572], [0.2931, 6.4537, -2.5328], [2.7856, 5.3203, -3.4710], [1.3197, 4.0331, -1.3312], [6.5373, 7.9824, 12.0083], [6.9852, 7.2346, 10.4689], [7.6640, 7.4581, 13.2717], [6.6065, 9.7459, 11.8507], [4.8920, 7.4934, 12.4452], [-7.3905, 0.8887, -8.5883], [-5.9713, -0.1672, -8.6434], [-6.8709, 2.5626, -8.3329], [-8.2759, 0.7729, -10.1206], [-8.4492, 0.3909, -7.2582], [5.1906, -1.1887, 3.2992], [6.9369, -1.1611, 3.6118], [4.3156, -1.0278, 4.8275], [4.7625, 0.1498, 2.2223], [4.7521, -2.7222, 2.5282], [0.6863, 9.4683, 4.4715], [1.1389, 8.7166, 2.9337], [1.8126, 8.9491, 5.7355], [0.7505, 11.2333, 4.3084], [-0.9572, 8.9756, 4.9078]],
  "atomic_forces_ev_per_a": [[-1.03, 0.03, 0.46], [-0.36, -0.10, -0.08], [1.08, 0.09, -0.18], [-0.68, -0.40, 0.66], [-0.53, -1.00, -0.66], [-0.58, 0.22, -0.07], [-0.29, 0.13, 0.69], [0.01, -0.27, -0.32], [0.20, -0.50, -1.69], [-1.03, -0.83, -0.86], [-1.44, -0.83, 1.03], [-0.06, -0.41, 1.68], [2.05, 1.41, 0.28], [0.01, -0.34, -0.31], [0.76, 0.00, -0.38], [-0.31, 0.14, -0.65], [0.17, 0.78, 0.32], [0.52, -0.67, -0.11], [0.41, 0.31, 0.71], [-0.30, -0.08, -0.75], [0.83, 0.02, -0.04], [-0.05, -0.29, 0.73], [0.05, 0.73, -0.33], [-0.64, -0.44, -0.84], [0.33, 0.68, -0.34], [-0.84, -0.54, 0.56], [-2.30, -1.43, 1.92], [0.93, -0.26, 0.88], [0.68, 0.35, -0.12], [0.66, 0.39, -0.56], [-0.12, 0.15, -0.07], [-0.01, -0.02, -0.07], [-0.12, 0.14, 0.36], [0.21, 0.17, 0.37], [0.16, -0.10, 0.06], [-0.13, 0.30, 0.08], [-0.14, 0.35, -0.02], [-0.07, -0.01, -0.08], [0.06, -0.26, 0.02], [2.63, 1.74, -1.06], [0.20, 0.19, 0.08], [0.04, 0.20, 0.20], [-0.94, 0.82, -1.09], [-0.02, -0.14, -0.01], [0.22, -0.06, 0.14], [-0.37, -0.11, -0.23], [-0.03, -0.16, -0.11], [0.20, -0.06, 0.09], [-0.17, 0.12, 0.24], [0.24, 0.31, 0.23], [-0.11, 0.03, 0.15], [-0.37, -0.16, 0.25], [0.15, -0.22, -0.18], [-0.06, -0.18, 0.17], [0.07, 0.14, 0.02], [-0.06, 0.21, -0.09], [-0.02, -0.06, -0.46], [0.01, 0.03, 0.07], [0.07, -0.18, 0.14], [-0.11, -0.26, -0.23], [0.01, 0.03, 0.14], [-0.10, -0.01, 0.06], [0.09, -0.41, -0.05], [0.09, 0.00, 0.04], [-0.01, 0.12, -0.07], [-0.15, -0.09, -0.10], [0.13, 0.24, 0.06], [0.28, -0.18, 0.22], [-0.13, -0.09, -0.14], [-0.08, 0.01, 0.09], [0.02, -0.07, 0.03], [-0.11, -0.08, -0.05], [0.40, 0.31, -0.47], [0.09, -0.07, 0.04], [-0.04, 0.08, 0.07], [-0.10, -0.21, 0.12], [-0.04, -0.04, -0.10], [0.13, -0.04, 0.02], [-0.06, 0.23, 0.10], [0.05, 0.20, -0.07], [0.02, -0.05, -0.06], [0.10, 0.09, 0.22], [-0.09, 0.05, -0.08], [-0.01, -0.12, 0.02], [0.13, 0.04, -0.03], [0.08, -0.06, -0.01], [-0.37, 0.28, -0.30], [-0.05, -0.13, -0.02], [0.03, 0.02, 0.09], [0.06, 0.05, -0.12], [-0.18, 0.09, 0.11], [-0.08, -0.02, -0.04], [0.12, -0.06, -0.16], [0.21, -0.21, -0.03], [0.05, 0.07, 0.01], [0.01, -0.02, 0.01], [-0.04, 0.06, 0.13], [-0.20, 0.24, -0.21], [-0.01, -0.10, 0.00], [0.15, 0.04, -0.04]],
  "mulliken_charge": [-0.9096, -0.7870, 0.5600, -1.1521, -0.6553, 0.7071, -0.8884, -0.6241, 0.3831, -0.2885, -0.3137, -0.6994, -0.8876, 0.2909, 0.3726, 0.2032, 0.2230, 0.4115, 0.2787, 0.1667, 0.4048, 0.2542, -0.1065, -0.3079, 0.2915, 0.5401, 0.5566, 0.6919, 0.3890, 0.3604, 0.1542, -0.1248, 0.0699, -0.1101, -0.0039, 0.1545, -0.0637, -0.1173, -0.0358, -0.0745, 0.0684, 0.0040, -0.0321, -0.0711, -0.0805, 0.0316, 0.0071, -0.0738, -0.0257, -0.0183, 0.2605, -0.0319, -0.0560, -0.0706, -0.1025, 0.2349, -0.0970, -0.1243, 0.0478, -0.0852, 0.2400, -0.1071, -0.0135, -0.0315, -0.1070, 0.3364, -0.1052, -0.0344, -0.0622, -0.1186, 0.3010, -0.0977, 0.0145, -0.1103, -0.1124, 0.3202, -0.0895, -0.1066, -0.1255, 0.0021, 0.3448, -0.0610, -0.1034, -0.1002, -0.0958, 0.2886, 0.0051, -0.0956, -0.1134, -0.0978, 0.2729, -0.1150, -0.0518, -0.0664, -0.0812, 0.2921, -0.0646, -0.0428, -0.1130, -0.0929]
}